Record 1
Below is C20H23FN2O3 in the gas phase in a non-equilibrium geometry, with properties calculated with wB97M-V/def2-TZVPD.

Last columns: bonded neighbours and bond lengths (Å).
Element x y z (Å)
1 O -1.46327 -0.90730 1.03670  C2 1.213
2 C -1.68884 -0.92496 -0.15452  O1 1.213, C3 1.520, N18 1.355
3 C -1.26868 -2.06569 -1.06732  C2 1.520, C4 1.530, H27 1.094, H28 1.091
4 C 0.04152 -2.71309 -0.61413  C3 1.530, C5 1.532, H29 1.092, H30 1.092
5 C 1.28690 -1.96112 -1.09486  C4 1.532, C6 1.534, C17 1.540, H31 1.097
6 C 1.32607 -0.52982 -0.54444  C5 1.534, C7 1.525, H32 1.091, H33 1.090
7 C 2.73689 0.04810 -0.57714  C6 1.525, N8 1.448, H34 1.093, H35 1.099
8 N 3.61906 -0.72922 0.26809  C7 1.448, C9 1.352, C16 1.451
9 C 4.83401 -0.33662 0.71270  N8 1.352, O10 1.225, C11 1.475
10 O 5.51183 -1.04627 1.44517  C9 1.225
11 C 5.36604 0.97881 0.31058  C9 1.475, C12 1.373, O15 1.356
12 C 6.47534 1.58819 0.84311  C11 1.373, C13 1.410, H36 1.070
13 C 6.65084 2.79278 0.13191  C12 1.410, C14 1.362, H37 1.070
14 C 5.64595 2.83050 -0.78679  C13 1.362, O15 1.340, H38 1.073
15 O 4.86554 1.74534 -0.68926  C11 1.356, C14 1.340
16 C 3.18193 -2.07922 0.57157  N8 1.451, C17 1.523, H39 1.095, H40 1.092
17 C 2.56818 -2.70515 -0.67354  C5 1.540, C16 1.523, H41 1.092, H42 1.090
18 N -2.34497 0.07794 -0.78611  C2 1.355, C19 1.451, H43 1.008
19 C -2.93245 1.19119 -0.06438  N18 1.451, C20 1.507, H44 1.093, H45 1.094
20 C -4.42265 1.02232 0.08196  C19 1.507, C21 1.388, C26 1.391
21 C -5.31131 1.83285 -0.61101  C20 1.388, C22 1.384, H46 1.080
22 C -6.67756 1.64557 -0.49316  C21 1.384, C23 1.382, H47 1.078
23 C -7.13925 0.62944 0.32228  C22 1.382, F24 1.349, C25 1.384
24 F -8.46980 0.43752 0.43805  C23 1.349
25 C -6.27706 -0.19676 1.02147  C23 1.384, C26 1.382, H48 1.078
26 C -4.91622 0.00781 0.89587  C20 1.391, C25 1.382, H49 1.080
27 H -2.07025 -2.80809 -1.01655  C3 1.094
28 H -1.19156 -1.72261 -2.10049  C3 1.091
29 H 0.08249 -3.73421 -0.99894  C4 1.092
30 H 0.03932 -2.75893 0.47644  C4 1.092
31 H 1.25464 -1.91722 -2.19006  C5 1.097
32 H 0.67190 0.11878 -1.12923  C6 1.091
33 H 0.96266 -0.52005 0.48305  C6 1.090
34 H 2.70860 1.08119 -0.22136  C7 1.093
35 H 3.11013 0.05713 -1.61035  C7 1.099
36 H 7.07203 1.20290 1.64320  C12 1.070
37 H 7.41656 3.52609 0.27966  C13 1.070
38 H 5.38868 3.54992 -1.53966  C14 1.073
39 H 2.45815 -2.06864 1.39328  C16 1.095
40 H 4.06274 -2.63370 0.90280  C16 1.092
41 H 3.30648 -2.66503 -1.47668  C17 1.092
42 H 2.34987 -3.75533 -0.47858  C17 1.090
43 H -2.61329 -0.03334 -1.75092  N18 1.008
44 H -2.45430 1.19732 0.91901  C19 1.093
45 H -2.69824 2.12154 -0.58929  C19 1.094
46 H -4.93647 2.62400 -1.24400  C21 1.080
47 H -7.37935 2.27099 -1.02175  C22 1.078
48 H -6.67406 -0.97732 1.65074  C25 1.078
49 H -4.22276 -0.61983 1.43493  C26 1.080

Computed properties:
LUMO energy (eV): 0.6
Largest force on an atom (eV/Å): 1.3
Relative energy (zero: lowest compared OMol25 entry of this formula, charge and spin) (eV): 0.272
Highest occupied orbital energy (eV): -8.792
2S+1: 1

---

Record 2
Below is C20H23FN4O5S in the gas phase in a non-equilibrium geometry, with properties calculated with wB97M-V/def2-TZVPD.

Last columns: bonded neighbours and bond lengths (Å).
Element x y z (Å)
1 C 2.70460 -3.22890 -2.99218  C2 1.520, H32 1.093, H33 1.309, H34 1.046
2 C 1.49631 -2.34840 -2.72015  C1 1.520, C3 1.460, C28 1.621
3 C 1.21992 -1.17658 -3.54524  C2 1.460, C4 1.301, H35 1.084
4 C 0.15212 -0.51183 -3.21235  C3 1.301, C5 1.376, H36 0.989
5 C -0.60993 -0.87442 -2.12540  C4 1.376, C6 1.444, C27 1.472
6 C -1.91018 -0.25027 -2.05626  C5 1.444, O7 1.327, N8 1.424
7 O -2.78316 -0.60940 -1.12378  C6 1.327
8 N -2.13758 1.08543 -2.49554  C6 1.424, C9 1.437, H37 1.167
9 C -3.23114 1.84888 -1.96086  N8 1.437, C10 1.690, H38 0.968, H39 1.325
10 C -2.91003 2.57450 -0.46891  C9 1.690, S11 1.732, H40 1.079, H41 1.101
11 S -1.41373 3.42570 -0.65613  C10 1.732, O12 1.531, O13 1.329, N14 1.609
12 O -0.60980 3.41166 -1.95925  S11 1.531
13 O -1.70086 4.61797 -0.14376  S11 1.329
14 N -0.33982 2.70519 0.30185  S11 1.609, C15 1.550, C26 1.309
15 C -0.79156 2.55054 1.77669  N14 1.550, C16 1.624, H42 1.157, H43 0.936
16 C 0.59100 2.54060 2.62792  C15 1.624, N17 1.495, H44 1.023, H45 1.141
17 N 1.36211 1.27954 2.40456  C16 1.495, C18 1.279, C25 1.646
18 C 0.97134 0.08325 2.63236  N17 1.279, C19 1.535, C23 1.459
19 C 0.79054 -0.02594 4.15303  C18 1.535, C20 1.371, H46 1.159
20 C 0.66122 -1.21738 4.81891  C19 1.371, C21 1.454, H47 1.165
21 C 0.40088 -2.37959 3.98484  C20 1.454, C22 1.198, H48 1.083
22 C 0.50144 -2.36187 2.79075  C21 1.198, C23 1.279, H49 1.078
23 C 0.80609 -1.28864 2.16470  C18 1.459, C22 1.279, F24 1.371
24 F 0.80109 -1.34490 0.79484  C23 1.371
25 C 1.66679 1.36124 0.78910  N17 1.646, C26 1.575, H50 1.179, H51 1.095
26 C 0.29101 1.58453 0.05602  N14 1.309, C25 1.575, H52 1.207, H53 1.119
27 C -0.54864 -2.18342 -1.45530  C5 1.472, C28 1.355, H54 0.932
28 C 0.50889 -3.01388 -1.61955  C2 1.621, C27 1.355, N29 1.242
29 N 0.88385 -4.02580 -1.00549  C28 1.242, O30 1.232, O31 1.351
30 O 1.66618 -4.91037 -1.35500  N29 1.232
31 O 0.09991 -4.09286 0.09265  N29 1.351
32 H 3.36766 -3.42022 -2.14483  C1 1.093
33 H 3.45356 -2.47100 -3.75261  C1 1.309
34 H 2.47698 -4.17968 -3.36298  C1 1.046
35 H 1.99855 -0.98034 -4.27412  C3 1.084
36 H -0.04160 0.16468 -3.90724  C4 0.989
37 H -1.11597 1.59963 -2.72510  N8 1.167
38 H -4.11557 1.47963 -1.82503  C9 0.968
39 H -3.17437 2.81342 -2.86752  C9 1.325
40 H -2.85012 1.70846 0.17270  C10 1.079
41 H -3.65621 3.38421 -0.45967  C10 1.101
42 H -0.94550 3.69649 1.81606  C15 1.157
43 H -1.38495 1.90338 2.09994  C15 0.936
44 H 0.41547 2.31965 3.61105  C16 1.023
45 H 1.25676 3.46583 2.58421  C16 1.141
46 H 1.01994 0.82984 4.90067  C19 1.159
47 H 0.43655 -1.26874 5.96046  C20 1.165
48 H 0.04453 -3.31022 4.40795  C21 1.083
49 H 0.60866 -3.16716 2.08141  C22 1.078
50 H 2.19562 0.38346 0.39677  C25 1.179
51 H 2.33158 2.22772 0.87488  C25 1.095
52 H 0.55266 1.52781 -1.12077  C26 1.207
53 H -0.16868 0.56437 0.03338  C26 1.119
54 H -1.29440 -2.49576 -0.99266  C27 0.932

Computed properties:
LUMO energy (eV): -1.8
Largest force on an atom (eV/Å): 15.4
Relative energy (zero: lowest compared OMol25 entry of this formula, charge and spin) (eV): 19.909
Highest occupied orbital energy (eV): -7.593
2S+1: 1

---

Record 3
Below is C20H23N3O in the gas phase, with properties calculated with wB97M-V/def2-TZVPD.

Last columns: bonded neighbours and bond lengths (Å).
Element x y z (Å)
1 C 3.85339 -0.74207 4.21447  C2 1.518, H25 1.086, H26 1.087, H27 1.088
2 C 2.54835 -1.37262 4.66445  C1 1.518, O3 1.216, N4 1.346
3 O 2.44531 -2.06470 5.65900  C2 1.216
4 N 1.51323 -1.06851 3.85920  C2 1.346, C5 1.442, H28 1.021
5 C 0.20471 -1.64937 4.02848  N4 1.442, C6 1.531, H29 1.098, H30 1.094
6 C -0.34580 -2.21200 2.71506  C5 1.531, C7 1.532, H31 1.090, H32 1.092
7 C -1.05550 -1.17868 1.83352  C6 1.532, C8 1.491, H33 1.096, H34 1.096
8 C -0.15364 -0.22412 1.12646  C7 1.491, N9 1.305, N16 1.369
9 N 1.13672 -0.13075 1.29516  C8 1.305, C10 1.372
10 C 1.57031 0.85402 0.44423  N9 1.372, C11 1.389, C15 1.411
11 C 2.84480 1.35941 0.22064  C10 1.389, C12 1.379, H35 1.078
12 C 2.97404 2.36107 -0.71846  C11 1.379, C13 1.396, H36 1.080
13 C 1.87390 2.85357 -1.42316  C12 1.396, C14 1.381, H37 1.080
14 C 0.59957 2.36597 -1.21238  C13 1.381, C15 1.385, H38 1.079
15 C 0.46294 1.36275 -0.26725  C10 1.411, C14 1.385, N16 1.376
16 N -0.62653 0.66149 0.19627  C8 1.369, C15 1.376, C17 1.439
17 C -1.97239 0.85509 -0.27563  N16 1.439, C18 1.511, H39 1.094, H40 1.097
18 C -2.10976 0.49815 -1.73715  C17 1.511, C19 1.387, C24 1.389
19 C -2.89022 1.27361 -2.58195  C18 1.387, C20 1.383, H41 1.081
20 C -3.01989 0.94385 -3.91870  C19 1.383, C21 1.388, H42 1.080
21 C -2.36860 -0.16357 -4.44529  C20 1.388, C22 1.498, C23 1.390
22 C -2.48381 -0.50934 -5.89779  C21 1.498, H43 1.087, H44 1.090, H45 1.088
23 C -1.58574 -0.93559 -3.59501  C21 1.390, C24 1.382, H46 1.080
24 C -1.45874 -0.61250 -2.25783  C18 1.389, C23 1.382, H47 1.081
25 H 4.63291 -0.96817 4.93591  C1 1.086
26 H 3.73635 0.33558 4.12992  C1 1.087
27 H 4.13475 -1.13927 3.24180  C1 1.088
28 H 1.65816 -0.58656 2.97074  N4 1.021
29 H -0.48940 -0.89983 4.43169  C5 1.098
30 H 0.30865 -2.44683 4.77057  C5 1.094
31 H 0.47085 -2.66871 2.15515  C6 1.090
32 H -1.07181 -2.99150 2.95392  C6 1.092
33 H -1.76097 -0.60888 2.44865  C7 1.096
34 H -1.63982 -1.71303 1.07629  C7 1.096
35 H 3.69381 0.97565 0.76349  C11 1.078
36 H 3.94996 2.77743 -0.91941  C12 1.080
37 H 2.02575 3.63534 -2.15239  C13 1.080
38 H -0.24745 2.74319 -1.76493  C14 1.079
39 H -2.64811 0.23757 0.32355  C17 1.094
40 H -2.25250 1.90470 -0.12591  C17 1.097
41 H -3.40258 2.14193 -2.19166  C19 1.081
42 H -3.63248 1.55923 -4.56174  C20 1.080
43 H -3.36333 -0.04798 -6.33989  C22 1.087
44 H -1.60523 -0.15184 -6.43562  C22 1.090
45 H -2.54255 -1.58697 -6.03472  C22 1.088
46 H -1.07003 -1.80084 -3.98566  C23 1.080
47 H -0.84156 -1.22539 -1.61610  C24 1.081

Computed properties:
LUMO energy (eV): 0.6
Largest force on an atom (eV/Å): 0.8
Relative energy (zero: lowest compared OMol25 entry of this formula, charge and spin) (eV): 0.192
Highest occupied orbital energy (eV): -8.708
2S+1: 1